ORCA calculation (ωB97M-V with the def2-TZVPD basis set) on a cluster of 9 separate species, H16O7S in total.

```
24
Properties=species:S:1:pos:R:3:forces:R:3:nbo_charge:R:1
S -0.56802 -1.65677 -1.32412 -0.2863 0.2508 0.5143 0.00
H -1.37241 -2.54162 -1.93983 0.0100 -0.0636 -0.0210 0.14
H -2.02535 -3.33244 2.14960 0.7953 -0.2957 0.0484 0.01
H 1.18291 1.18867 -2.57277 0.2941 -1.0088 -0.2702 0.51
H 0.57240 -0.17719 -2.76017 -2.0076 -0.7754 -0.2011 0.45
O 1.38985 0.25244 -2.84138 1.5593 2.0179 0.3997 -0.91
H -0.22438 3.90054 -1.30121 0.0819 -0.2752 0.0427 0.47
H 0.17919 2.51610 -0.63357 0.1098 0.5142 -0.6355 0.50
O -0.09526 2.96120 -1.48215 -0.0703 -0.3297 0.2272 -0.96
H -2.69139 -3.06006 2.11869 -0.8086 0.3023 -0.0570 -0.01
H 0.20493 -1.74726 1.13312 0.2117 -0.5407 0.1324 0.45
O 0.35516 -1.53391 2.06386 0.0362 -0.7292 -0.7696 -0.90
H 0.09158 -0.61402 2.04635 -0.2140 1.1365 0.7139 0.49
H -0.78948 1.70257 2.57233 0.0900 -0.2555 -0.1944 0.48
O -0.65328 1.01579 1.89619 -0.2512 -0.0707 0.1879 -0.91
H 1.58131 0.92335 0.11572 0.9277 -1.5789 -0.4757 0.48
H 0.43178 1.41554 1.18241 0.6610 0.1836 -0.7857 0.47
O 1.19102 1.70824 0.44377 -1.5329 1.2293 1.2988 -0.91
H -2.00699 0.72708 0.85554 -0.2599 0.2949 -0.9960 0.51
H -2.01316 0.14223 -0.56439 1.5187 -1.0562 -1.8590 0.45
O -2.52927 0.67351 -0.01348 -0.8872 0.8699 2.6657 -0.81
H 2.17058 -1.37820 -1.05832 0.5231 0.0302 0.2929 0.47
H 2.73930 -1.85546 0.32242 -0.0661 0.2778 -0.3716 0.48
O 2.87898 -1.23031 -0.40860 -0.4346 -0.1277 0.1127 -0.94
```
Forces are in eV/Å.

## Properties
Energy above the lowest of the compared OMol25 structures with the same formula, charge and spin ... 217.8 kcal per mole
HOMO level ... -10.512 eV



ORCA calculation (ωB97M-V with the def2-TZVPD basis set) on a cluster of 8 separate species, H16O7S in total.

```
24
Properties=species:S:1:pos:R:3:forces:R:3:nbo_charge:R:1
S -3.64304 -0.43923 0.09863 -0.6775 0.6739 -0.8892 -0.31
H -3.02411 -0.50356 1.25379 0.3399 0.1713 0.6458 0.16
H -3.68404 0.93517 0.04995 0.1252 -0.9419 0.2087 0.15
H -0.48414 1.05162 2.37306 1.9727 1.2193 1.9882 0.47
H -1.06951 1.10603 1.01941 -0.3886 -0.1979 -0.0194 0.50
O -1.10654 0.61414 1.86505 -1.6599 -0.8955 -1.6073 -0.97
H 3.14528 -1.15060 1.80975 -2.5372 0.0857 -2.7756 0.49
H 2.31035 -0.07687 0.97141 -0.1977 -0.0834 -0.1327 0.52
O 2.42946 -1.05997 1.02920 2.8277 0.0302 2.9360 -1.02
H -1.20299 -1.45158 -2.38439 -0.0155 0.3113 -0.1215 0.50
H -0.58563 -1.31698 -0.98070 0.1358 0.0956 0.3888 0.52
O -0.65678 -0.85924 -1.85525 -0.1315 -0.3400 -0.2522 -1.02
H 2.24770 -0.91464 -1.11910 0.2993 -0.1791 0.2130 0.49
H 1.10767 -0.40987 -1.94010 -1.7723 -0.4202 -0.6440 0.50
O 2.00198 -0.21808 -1.73379 1.7922 0.4768 0.0886 -0.96
H 0.91163 1.73387 0.30148 1.6080 -0.3868 -0.1393 0.49
H 2.01293 1.06688 -0.62953 -0.3500 0.8255 2.0892 0.51
O 1.88198 1.48337 0.32591 -1.0327 -0.2848 -1.8219 -1.03
H -0.50899 -0.95814 1.18267 -0.4079 0.0733 -0.0119 0.50
H 0.77796 -1.62527 0.79720 -0.5628 -0.3119 -0.2280 0.51
O -0.19228 -1.66813 0.59778 0.8380 -0.0606 0.2926 -1.01
H -0.75728 0.76854 -1.14876 -0.3140 0.3013 0.1019 0.52
H -1.08800 2.28335 -1.25103 -0.1476 0.3725 -0.2650 0.49
O -0.82363 1.60919 -0.63265 0.2565 -0.5346 -0.0450 -1.01
```
Forces are in eV/Å.

## Properties
Energy above the lowest of the compared OMol25 structures with the same formula, charge and spin ... 10.4 kcal per mole
HOMO level ... -9.527 eV



ORCA calculation (ωB97M-V with the def2-TZVPD basis set) on a cluster of 8 separate species, H16O8 in total.

```
24
Properties=species:S:1:pos:R:3:forces:R:3:nbo_charge:R:1
O -1.08975 -2.05927 2.52776 -0.0231 -0.2687 0.0109 -0.95
H -1.65451 -2.68749 2.05837 0.1369 0.0579 0.0387 0.48
H -0.19175 -2.29737 2.26038 -0.1238 0.1804 -0.1098 0.50
O -2.76844 0.05496 1.82941 0.5222 -0.5396 0.2248 -0.99
H -2.07743 -0.60545 2.07917 -0.4557 0.4569 -0.0724 0.51
H -3.54381 -0.17029 2.35340 0.0372 0.0993 -0.0790 0.48
O 0.14315 0.49545 -0.48533 -0.2354 0.1342 0.6144 -0.98
H 0.41648 -0.09695 0.22682 -0.0707 0.0041 -0.1366 0.48
H -0.71044 0.86990 -0.18476 0.1829 -0.3557 -0.5354 0.49
O 0.52607 -2.72819 0.05811 0.0263 -0.1808 0.0353 -0.97
H 0.95287 -2.66258 -0.80637 -0.0317 0.0873 0.1358 0.49
H 0.45175 -3.67620 0.22082 0.0790 0.0859 -0.1155 0.47
O 1.50004 1.07342 -2.94185 0.0100 -0.1923 -0.1835 -0.95
H 0.96293 0.43926 -2.44839 0.0645 0.2689 0.0493 0.48
H 2.12370 1.41136 -2.29121 -0.0657 -0.0090 -0.0178 0.47
O 3.91501 -0.74731 -0.37321 -0.0158 0.0288 0.1385 -0.94
H 4.82895 -0.56817 -0.12457 -0.0799 -0.0174 -0.0655 0.47
H 3.39455 -0.42552 0.37125 0.0641 -0.0057 -0.0706 0.47
O -2.64727 1.55308 -0.50561 0.5985 -0.2796 0.3997 -0.97
H -2.27225 2.35691 -0.11997 -0.2677 -0.0298 -0.0460 0.47
H -2.65622 0.89853 0.22976 -0.4450 0.5202 -0.2145 0.50
O 0.30412 3.50888 -1.15167 -0.2490 0.0278 0.2025 -0.96
H 0.32427 2.59768 -0.83057 0.1754 0.0003 -0.2007 0.48
H -0.23202 3.46538 -1.95172 0.1665 -0.0736 -0.0026 0.47
```
Forces are in eV/Å.

## Properties
Energy above the lowest of the compared OMol25 structures with the same formula, charge and spin ... 45.6 kcal per mole
HOMO level ... -10.459 eV



ORCA calculation (ωB97M-V with the def2-TZVPD basis set) on a cluster of 8 separate species, H16O8 in total.

```
24
Properties=species:S:1:pos:R:3:forces:R:3:nbo_charge:R:1
H -0.72806 -0.30561 0.18984 -0.0282 0.0231 -0.3705 0.47
H -0.41934 -1.61859 0.83774 -1.1318 0.3031 -2.2067 0.48
H -4.58549 1.44477 0.59530 1.4944 2.0729 2.1757 0.46
H -5.91082 1.15361 -0.01033 -0.2944 0.0422 -0.0372 0.47
H -0.55147 3.37709 -0.99758 0.2060 0.2800 -0.8499 0.46
H -0.03962 4.72258 -1.14943 1.1944 4.4338 2.7288 0.45
H 2.60008 1.81119 1.82653 -1.0977 0.2317 -1.1415 0.46
H 3.80968 2.58612 2.33428 -0.2646 -0.3446 -0.0103 0.48
H -3.37125 -3.36051 1.02704 0.0693 0.8308 0.1728 0.47
H -3.14684 -1.82098 1.13628 0.9514 3.0123 2.9866 0.47
H -0.27763 -1.05138 -1.44865 1.3174 0.0400 -0.3734 0.49
H 1.07614 -1.68941 -1.58981 0.3983 -0.9241 -0.0636 0.44
H 4.26393 -1.42385 -2.15990 -0.7749 -1.2014 1.8034 0.48
H 3.13061 -2.14281 -1.30245 -0.3800 0.0852 -0.1848 0.47
H 2.44083 -0.31687 0.31535 -0.5885 -1.1769 -0.3258 0.48
H 1.41113 -0.57651 1.29013 -0.8764 0.5765 2.4186 0.45
O -0.89809 -1.24120 0.02139 -1.0945 -0.6070 4.5117 -0.92
O -4.99294 0.88915 0.00442 -1.1942 -2.0816 -2.1129 -0.92
O -0.22126 4.02098 -1.65756 -1.3997 -4.6946 -1.8909 -0.91
O 3.27750 1.78696 2.46789 1.3296 0.1549 1.1125 -0.93
O -3.32439 -2.49947 0.58434 -1.2782 -4.1030 -3.1804 -0.93
O 0.68065 -0.84013 -1.50858 -0.6188 1.3703 -3.5003 -0.96
O 4.06240 -1.94179 -1.31481 1.2237 1.1790 -1.5693 -0.95
O 1.71424 -0.96334 0.50857 2.8374 0.4972 -0.0924 -0.93
```
Forces are in eV/Å.

## Properties
Energy above the lowest of the compared OMol25 structures with the same formula, charge and spin ... 122.2 kcal per mole
HOMO level ... -9.422 eV